Below is a cluster of 12 separate species, C15H54N6O12 in total in a non-equilibrium geometry, with properties calculated with ωB97M-V/def2-TZVPD.

```
87
Properties=species:S:1:pos:R:3:lowdin_charge:R:1
N 1.30 2.91 1.72 0.14
C 0.74 3.59 2.71 -0.62
N -0.42 3.14 3.01 0.19
O 1.42 4.58 3.45 -0.16
H 2.26 3.16 1.46 0.15
H 0.78 2.25 1.14 0.05
H -1.01 3.51 3.81 0.17
H -0.86 2.37 2.55 0.06
N -0.09 1.41 -0.07 0.15
C 0.79 0.49 -0.31 -0.61
N 0.86 -0.45 0.61 0.16
O 1.54 0.54 -1.40 -0.06
H -0.21 2.20 -0.66 0.06
H -0.94 1.39 0.56 0.09
H 1.61 -1.13 0.50 0.07
H 0.69 -0.32 1.64 0.10
N -3.34 -2.62 0.99 0.16
C -2.17 -2.15 1.33 -0.57
N -1.45 -1.87 0.28 0.18
O -1.89 -1.61 2.60 -0.12
H -4.10 -2.55 1.68 0.14
H -3.70 -2.67 0.03 0.13
H -0.59 -1.33 0.28 0.05
H -1.93 -1.87 -0.60 0.11
C -2.10 1.72 -2.55 -0.11
C -3.46 1.77 -3.18 -0.33
O -3.32 2.87 -4.04 -0.07
H -1.84 2.58 -1.93 0.06
H -1.30 1.63 -3.41 0.12
H -1.93 0.80 -2.04 0.03
H -4.26 1.71 -2.46 0.10
H -3.61 0.88 -3.81 0.11
H -3.31 2.55 -4.97 0.11
C 0.63 -3.61 3.11 -0.05
C 1.90 -4.41 2.76 -0.35
O 3.01 -3.75 3.10 -0.05
H 0.63 -2.70 2.57 0.04
H 0.52 -3.46 4.20 0.10
H -0.24 -4.14 2.81 0.05
H 1.98 -4.57 1.74 0.08
H 1.84 -5.38 3.20 0.12
H 3.02 -3.59 4.05 0.12
C -3.60 2.67 1.02 -0.07
C -3.13 1.26 0.95 -0.32
O -1.99 0.95 1.71 -0.12
H -4.07 2.90 1.95 0.07
H -4.33 2.90 0.26 0.08
H -2.79 3.42 0.96 0.08
H -3.00 0.96 -0.14 0.11
H -3.94 0.61 1.28 0.12
H -1.93 -0.02 1.72 0.04
C 3.95 -2.00 0.13 -0.13
O 2.76 -2.42 0.72 -0.15
H 4.69 -2.81 0.02 0.10
H 4.40 -1.28 0.82 0.08
H 3.79 -1.53 -0.85 0.09
H 2.95 -3.10 1.33 0.02
C 2.45 -0.06 3.24 -0.08
O 1.08 0.41 3.08 -0.15
H 2.55 -1.14 3.37 0.07
H 2.94 0.36 4.09 0.08
H 2.93 0.23 2.29 0.08
H 1.25 1.32 2.76 0.03
C 1.86 1.55 -4.82 -0.16
O 2.54 2.00 -3.66 -0.15
H 2.14 2.27 -5.61 0.09
H 0.82 1.54 -4.63 0.04
H 2.30 0.52 -4.96 0.10
H 2.33 1.37 -2.97 0.01
C 0.04 -1.56 -3.21 -0.20
O 0.07 -1.72 -4.57 -0.09
H -0.07 -0.51 -3.02 0.04
H 1.02 -1.66 -2.79 0.07
H -0.74 -2.11 -2.67 0.07
H -0.78 -1.47 -4.96 0.09
C 0.06 5.01 -0.84 -0.13
O 0.41 3.82 -1.52 -0.13
H 0.45 5.91 -1.31 0.09
H 0.46 4.91 0.14 0.05
H -1.04 5.08 -0.68 0.09
H 1.24 3.50 -1.20 0.06
C 0.14 -4.25 -0.41 -0.13
O 1.01 -5.19 -1.17 -0.11
H -0.74 -4.04 -0.95 0.03
H 0.73 -3.32 -0.38 0.05
H -0.32 -4.50 0.64 0.10
H 1.67 -4.70 -1.63 0.04
```

Its multiplicity is 1. The structure (SMILES) is NC(N)=O.NC(N)=O.NC(N)=O.CCO.CCO.CCO.CO.CO.CO.CO.CO.CO. The calculation puts the energy relative to the best compared isomer or geometry (same formula, charge and spin) at 0.9286 eV. The gap between HOMO and LUMO is 8.73 eV.



Below is a cluster of 10 separate species, C56H70F6N4 in total in a non-equilibrium geometry, with properties calculated with ωB97M-V/def2-TZVPD.

```
136
Properties=species:S:1:pos:R:3:lowdin_charge:R:1
C -0.64 -13.63 29.91 -0.12
C 0.40 -14.61 29.91 -0.11
C 1.61 -14.00 29.56 -0.11
N 1.27 -12.68 29.31 0.00
C -0.07 -12.45 29.55 -0.14
H -1.67 -13.78 30.18 0.08
H 0.32 -15.64 30.24 0.08
H 2.60 -14.38 29.52 0.09
H 1.94 -11.97 29.07 0.13
H -0.46 -11.45 29.46 0.09
C -2.25 -8.35 19.78 -0.10
C -0.90 -8.23 19.33 -0.14
C -0.39 -9.43 19.07 -0.16
N -1.40 -10.35 19.22 0.06
C -2.48 -9.68 19.66 -0.18
H -3.04 -7.66 20.09 0.10
H -0.38 -7.29 19.23 0.08
H 0.58 -9.70 18.69 0.11
H -1.24 -11.34 19.21 0.09
H -3.45 -10.07 19.86 0.09
C 3.47 -7.93 24.31 -0.08
C 3.54 -9.45 24.40 -0.22
N 2.21 -10.05 24.72 -0.19
C 1.04 -9.50 23.98 -0.22
C 1.04 -9.77 22.47 -0.07
C 2.29 -11.48 24.77 -0.27
C 1.08 -12.25 25.34 -0.07
H 4.49 -7.53 24.26 0.08
H 2.98 -7.51 25.15 0.05
H 2.97 -7.47 23.45 0.06
H 3.82 -9.85 23.43 0.10
H 4.23 -9.74 25.16 0.10
H 0.16 -10.04 24.40 0.09
H 0.85 -8.45 24.26 0.10
H 0.15 -9.42 21.96 0.06
H 1.99 -9.48 21.98 0.08
H 1.04 -10.84 22.44 0.04
H 3.18 -11.74 25.36 0.11
H 2.51 -11.89 23.76 0.10
H 0.71 -11.75 26.25 0.06
H 1.36 -13.24 25.65 0.06
H 0.21 -12.35 24.68 0.05
C 2.21 -12.10 19.99 -0.08
C 1.37 -12.98 19.05 -0.23
N -0.07 -13.06 19.39 -0.21
C -0.97 -13.72 18.40 -0.24
C -0.89 -13.21 16.95 -0.09
C -0.27 -13.60 20.73 -0.25
C -1.74 -13.69 21.11 -0.09
H 2.37 -12.48 21.01 0.07
H 1.72 -11.13 20.10 0.04
H 3.16 -11.93 19.48 0.08
H 1.47 -12.63 18.00 0.10
H 1.76 -14.00 18.87 0.11
H -0.76 -14.77 18.32 0.11
H -1.98 -13.50 18.66 0.09
H -1.80 -13.46 16.39 0.07
H -0.89 -12.11 16.77 0.08
H -0.03 -13.61 16.43 0.06
H 0.19 -12.83 21.38 0.11
H 0.19 -14.57 20.84 0.12
H -2.20 -12.71 21.00 0.06
H -1.82 -14.03 22.16 0.08
H -2.24 -14.49 20.53 0.08
F 1.56 -9.60 29.27 0.03
C 0.64 -8.65 28.89 -0.28
C 0.76 -8.07 27.67 0.00
C -0.17 -7.08 27.35 -0.08
C -1.18 -6.77 28.25 -0.10
C -1.30 -7.46 29.44 -0.08
C -0.36 -8.41 29.78 -0.03
H 1.53 -8.31 26.96 0.10
H -0.12 -6.62 26.38 0.09
H -1.92 -6.06 27.90 0.10
H -2.05 -7.24 30.20 0.11
H -0.37 -8.94 30.74 0.13
F -4.01 -10.35 28.76 0.06
C -5.06 -9.57 28.51 -0.28
C -6.34 -10.03 28.72 -0.04
C -7.42 -9.26 28.40 -0.07
C -7.21 -7.98 27.84 -0.07
C -5.91 -7.50 27.62 -0.08
C -4.83 -8.30 27.96 -0.01
H -6.53 -11.04 29.08 0.11
H -8.39 -9.68 28.47 0.09
H -8.02 -7.33 27.55 0.09
H -5.70 -6.57 27.10 0.11
H -3.81 -8.05 27.65 0.09
F 1.81 -3.55 25.07 0.03
C 1.58 -4.34 23.97 -0.27
C 0.45 -5.06 23.80 -0.04
C 0.27 -5.75 22.62 -0.10
C 1.27 -5.75 21.69 -0.09
C 2.45 -4.98 21.85 -0.06
C 2.56 -4.20 22.99 -0.02
H -0.33 -5.10 24.57 0.12
H -0.57 -6.42 22.51 0.11
H 1.11 -6.48 20.88 0.09
H 3.30 -4.94 21.18 0.10
H 3.43 -3.58 23.17 0.12
F -5.59 -11.19 20.93 0.02
C -5.81 -12.55 21.07 -0.27
C -6.39 -13.21 20.03 -0.02
C -6.59 -14.57 20.16 -0.09
C -6.28 -15.23 21.33 -0.11
C -5.77 -14.54 22.43 -0.05
C -5.51 -13.14 22.27 -0.01
H -6.62 -12.63 19.15 0.12
H -7.10 -15.11 19.34 0.12
H -6.47 -16.29 21.46 0.10
H -5.43 -15.00 23.34 0.10
H -5.13 -12.59 23.11 0.09
F -6.00 -11.85 25.49 0.06
C -6.47 -12.94 26.11 -0.28
C -7.48 -13.70 25.56 -0.03
C -7.77 -14.93 26.14 -0.09
C -7.14 -15.31 27.31 -0.09
C -6.08 -14.54 27.84 -0.08
C -5.79 -13.34 27.28 -0.04
H -8.05 -13.30 24.73 0.12
H -8.62 -15.53 25.82 0.11
H -7.50 -16.20 27.84 0.11
H -5.52 -14.78 28.75 0.11
H -5.01 -12.64 27.64 0.12
F -2.09 -7.60 24.89 0.04
C -2.20 -8.96 24.86 -0.28
C -2.57 -9.56 23.68 -0.01
C -2.72 -10.93 23.67 -0.06
C -2.65 -11.66 24.87 -0.09
C -2.25 -11.01 26.01 -0.10
C -2.05 -9.65 26.03 -0.03
H -2.61 -8.98 22.76 0.11
H -2.92 -11.44 22.77 0.06
H -2.78 -12.73 24.93 0.10
H -2.07 -11.60 26.91 0.11
H -1.85 -9.17 26.99 0.10
```

Its multiplicity is 1. The structure (SMILES) is c1cc[nH]c1.c1cc[nH]c1.CCN(CC)CC.CCN(CC)CC.Fc1ccccc1.Fc1ccccc1.Fc1ccccc1.Fc1ccccc1.Fc1ccccc1.Fc1ccccc1. The gap between HOMO and LUMO is 8.61 eV.



Below is a cluster of 8 separate species, C24H66O14P2 in total in a non-equilibrium geometry, with properties calculated with ωB97M-V/def2-TZVPD.

```
106
Properties=species:S:1:pos:R:3:lowdin_charge:R:1
C 13.05 14.92 14.44 -0.12
O 13.73 13.76 13.99 -0.24
P 15.25 13.57 14.49 0.44
O 15.55 13.90 15.89 -0.22
O 15.54 12.07 14.10 -0.21
C 16.20 11.22 14.97 -0.11
O 16.07 14.51 13.42 -0.20
C 15.77 14.46 12.10 -0.17
H 13.04 15.11 15.53 0.10
H 12.00 14.84 14.13 0.08
H 13.45 15.87 14.05 0.09
H 15.53 10.33 15.20 0.11
H 16.48 11.77 15.84 0.07
H 17.14 10.82 14.54 0.09
H 15.87 15.53 11.81 0.11
H 14.77 14.07 11.79 0.09
H 16.49 13.92 11.50 0.08
C 15.77 11.36 9.88 -0.05
O 14.84 10.53 9.16 -0.18
P 13.53 11.11 8.55 0.33
O 13.26 12.47 9.01 -0.21
O 13.74 11.10 6.98 -0.21
C 12.57 11.27 6.08 -0.06
O 12.36 10.08 8.75 -0.21
C 11.85 9.92 10.08 -0.08
H 16.56 11.63 9.22 0.09
H 16.25 10.71 10.61 0.09
H 15.30 12.18 10.45 0.07
H 12.00 12.11 6.47 0.07
H 11.95 10.34 6.03 0.10
H 12.91 11.55 5.09 0.08
H 12.67 9.67 10.77 0.09
H 11.00 9.14 10.07 0.13
H 11.35 10.82 10.33 0.04
C 11.59 16.91 7.18 -0.03
C 12.48 17.70 8.12 -0.47
C 11.78 18.77 8.91 -0.08
O 13.14 16.85 9.07 -0.06
H 10.94 17.62 6.75 0.05
H 10.89 16.24 7.75 0.09
H 12.17 16.37 6.40 0.09
H 13.26 18.30 7.67 0.13
H 10.98 18.36 9.56 0.06
H 11.34 19.54 8.31 0.06
H 12.55 19.25 9.61 0.10
H 12.55 16.20 9.39 -0.02
C 12.07 10.83 14.67 -0.05
C 11.99 9.79 15.77 -0.49
C 11.57 10.25 17.14 -0.06
O 10.99 8.84 15.35 -0.05
H 12.44 10.37 13.68 0.11
H 12.68 11.68 14.96 0.06
H 11.05 11.14 14.42 0.07
H 12.98 9.35 15.80 0.12
H 10.72 10.87 17.04 0.07
H 12.35 10.96 17.60 0.12
H 11.29 9.56 17.89 0.06
H 10.82 8.18 16.00 0.07
C 10.14 15.72 11.13 -0.03
C 11.32 14.80 11.21 -0.50
C 10.86 13.48 11.77 -0.05
O 11.91 14.78 9.96 -0.04
H 10.38 16.66 10.72 0.04
H 9.67 15.90 12.09 0.08
H 9.38 15.24 10.46 0.09
H 12.07 15.24 11.88 0.12
H 11.68 12.74 11.96 0.09
H 10.22 13.05 11.01 0.06
H 10.31 13.55 12.78 0.10
H 12.46 13.99 9.86 0.06
C 10.59 19.64 12.41 -0.05
C 11.66 18.67 12.92 -0.49
C 12.98 19.31 13.07 -0.07
O 11.36 18.10 14.25 -0.08
H 10.55 20.51 13.02 0.07
H 9.60 19.14 12.52 0.09
H 10.75 19.84 11.39 0.05
H 11.66 17.86 12.11 0.12
H 13.59 18.75 13.82 0.09
H 12.79 20.36 13.51 0.11
H 13.65 19.44 12.24 0.07
H 10.44 17.75 14.26 0.09
C 8.53 11.43 7.36 -0.04
C 8.21 11.73 8.80 -0.54
C 7.88 13.14 8.94 -0.09
O 7.03 11.05 9.10 -0.04
H 9.37 12.05 7.09 0.07
H 7.78 11.83 6.71 0.08
H 8.69 10.39 7.23 0.07
H 8.98 11.39 9.54 0.14
H 7.33 13.27 9.92 0.08
H 7.24 13.63 8.20 0.10
H 8.76 13.84 9.00 0.08
H 6.82 11.14 10.03 0.07
C 6.41 13.63 13.02 -0.03
C 7.56 12.64 13.31 -0.52
C 7.26 11.67 14.40 -0.05
O 7.89 11.94 12.14 -0.05
H 6.57 14.52 13.64 0.08
H 5.38 13.33 13.28 0.09
H 6.54 13.91 11.96 0.07
H 8.46 13.18 13.53 0.10
H 6.41 11.07 14.08 0.08
H 6.95 12.32 15.29 0.11
H 8.05 10.96 14.63 0.07
H 8.83 11.94 12.07 0.05
```

Its multiplicity is 1. The structure (SMILES) is COP(=O)(OC)OC.COP(=O)(OC)OC.CC(C)O.CC(C)O.CC(C)O.CC(C)O.CC(C)O.CC(C)O. The gap between HOMO and LUMO is 9.86 eV.



Below is the molecule C6H11N in a non-equilibrium geometry, with properties calculated with ωB97M-V/def2-TZVPD.

```
18
Properties=species:S:1:pos:R:3:lowdin_charge:R:1
C 0.27 -2.07 -1.46 0.03
C 0.85 -1.05 -0.85 -0.17
C 0.17 0.08 -0.23 -0.36
C 0.17 1.23 -0.93 -0.13
C -0.29 2.58 -0.49 -0.11
N -0.73 -0.16 0.84 -0.01
C -0.26 -1.08 1.90 -0.09
H 0.76 -2.90 -1.94 0.05
H -0.81 -2.06 -1.57 0.07
H 1.89 -1.08 -0.49 0.11
H 0.65 1.18 -1.91 0.10
H -0.47 3.37 -1.20 0.06
H 0.43 2.91 0.28 0.08
H -1.15 2.43 0.19 0.06
H -0.89 0.70 1.33 0.09
H -0.06 -0.55 2.82 0.07
H 0.50 -1.75 1.52 0.06
H -1.05 -1.79 2.19 0.08
```

Its multiplicity is 1. The structure (SMILES) is C=C/C(=C/C)NC. The calculation puts the energy relative to the best compared isomer or geometry (same formula, charge and spin) at 2.2462 eV. The gap between HOMO and LUMO is 8.76 eV.



For each record above, in turn, the calculated E_LUMO values are -0.0106, 0.0233, 0.0155, 0.0376 hartree.